No. 1
10
Properties=species:S:1:pos:R:3:forces:R:3 method="wB97M-V/def2-TZVPD" lumo_energy_ev="6.3 / 6.2" total_charge=-2 homo_lumo_gap_ev="6.91 / 5.98"
S -2.6678 2.7123 1.2902 -2.3 1.0 1.5
P -0.8169 2.2517 0.1336 0.7 1.4 -2.4
O -1.0795 2.6477 -1.2978 -0.3 -1.6 1.0
O -3.9011 1.8999 1.1397 1.7 0.2 -0.6
O -2.2720 2.7931 2.7017 0.4 -0.4 -0.6
O 0.3601 2.9350 0.7294 -0.1 -1.0 1.0
O -2.7808 4.0345 0.6564 0.1 -0.6 0.1
N -0.1387 -0.8630 0.1669 1.3 0.9 1.2
H -0.4649 -1.0255 1.1527 0.2 0.2 -0.9
H 0.9170 -0.7122 0.3521 -1.8 -0.1 -0.4



No. 2
5
Properties=species:S:1:pos:R:3:forces:R:3 method="wB97M-V/def2-TZVPD" lumo_energy_ev="-8.5 / -8.5" total_charge=+1 homo_lumo_gap_ev="4.81 / 4.84"
P -1.4349 -0.5723 -0.1455 -1.2 4.2 -1.2
P 1.7980 1.7895 -0.6084 -1.0 -1.6 1.5
N 0.0358 -0.4982 0.1097 2.5 -0.1 0.1
H 1.5778 1.0271 0.6542 0.6 1.0 -1.0
H -1.9766 -1.7460 -0.0099 -0.8 -3.5 0.7



No. 3
3
Properties=species:S:1:pos:R:3:forces:R:3 method="wB97M-V/def2-TZVPD" lumo_energy_ev=-0.9 total_charge=0 homo_lumo_gap_ev=10.39
O -0.7972 0.1570 -0.0022 5.8 0.4 0.0
H 0.6877 0.7278 -0.0186 -5.3 -2.0 0.1
H -0.4995 -0.8042 0.0181 -0.5 1.6 0.0



No. 4
3
Properties=species:S:1:pos:R:3:forces:R:3 method="wB97M-V/def2-TZVPD" lumo_energy_ev=1.1 total_charge=0 smiles=O homo_lumo_gap_ev=12.89
O 0.0460 -0.0961 -0.0366 1.3 -2.3 -2.0
H -0.1729 0.1176 0.8173 -0.8 0.6 3.3
H -0.1952 0.6515 -0.5243 -0.5 1.7 -1.4



No. 5
4
Properties=species:S:1:pos:R:3:forces:R:3 method="wB97M-V/def2-TZVPD" lumo_energy_ev=0.6 total_charge=0 smiles=OO homo_lumo_gap_ev=10.74
O 0.1688 -0.1280 -0.6298 0.7 -2.2 -4.6
O -0.0043 0.2427 0.6422 -6.0 -0.1 3.0
H -1.1182 0.1369 0.6244 4.4 1.1 1.3
H -0.1973 -1.0546 -0.7232 0.9 1.2 0.3



No. 6
4
Properties=species:S:1:pos:R:3:forces:R:3 method="wB97M-V/def2-TZVPD" lumo_energy_ev="-2.1 / -2.1" total_charge=0 homo_lumo_gap_ev="9.36 / 9.35"
O 0.0231 -0.8177 -0.2434 0.8 2.1 2.5
O 0.1388 1.0195 0.2322 -1.3 -4.1 -2.3
H 0.3060 -1.4035 0.5804 -0.7 2.5 -1.8
H -0.4679 1.2017 -0.5692 1.2 -0.4 1.7



No. 7
6
Properties=species:S:1:pos:R:3:forces:R:3 method="wB97M-V/def2-TZVPD" lumo_energy_ev=0.3 total_charge=0 smiles=O[SiH]1OO1 homo_lumo_gap_ev=10.43
Si -0.3196 0.0700 -0.0617 -0.1 -0.1 -0.1
O -0.2410 0.1355 1.5539 0.4 -1.8 1.5
O 0.8356 -0.6697 -0.9537 -0.5 0.8 0.4
O -0.4993 1.4310 0.8965 0.3 1.2 -1.6
H -1.5232 -0.2545 -0.7654 -0.4 -0.1 -0.3
H 1.7474 -0.7124 -0.6696 0.3 0.0 0.2



No. 8
6
Properties=species:S:1:pos:R:3:forces:R:3 method="wB97M-V/def2-TZVPD" lumo_energy_ev="-0.1 / 0.0" total_charge=0 homo_lumo_gap_ev="9.88 / 10.00"
O 1.6901 -0.1426 0.1544 3.3 -1.9 0.8
O 0.7361 0.6767 0.1866 -1.6 2.1 0.2
O -1.1434 -0.5413 0.2317 0.8 -1.7 0.0
O -1.9451 0.4421 0.1158 -1.7 1.8 0.0
H -2.2322 0.5437 -0.8183 0.4 -0.3 0.1
H 2.2665 -0.0513 0.9922 -1.2 0.0 -1.1



No. 9
17
Properties=species:S:1:pos:R:3:forces:R:3 method="wB97M-V/def2-TZVPD" lumo_energy_ev="-11.8 / -11.8" total_charge=+2 homo_lumo_gap_ev="5.55 / 5.53"
Sb 2.6883 -1.2233 2.6217 0.1 0.5 1.0
Tc -0.3565 -0.3077 0.7474 0.7 -0.4 0.2
S 2.4512 -0.4357 4.6167 -0.1 0.0 -0.2
S 1.4558 0.7201 0.9248 0.0 0.2 0.0
S 3.6693 -2.4057 1.1487 0.3 -0.5 -0.7
S 0.0498 -2.1119 1.6502 -0.3 0.0 -0.2
P -2.0318 -0.1486 -1.2158 0.0 -0.1 0.2
P -3.1466 0.9811 1.0967 0.2 0.0 0.1
O -2.4610 -0.3624 -2.6538 0.0 0.0 -0.1
O -2.8874 0.9990 -0.5350 -0.1 0.0 -0.1
O -1.5446 0.7427 1.6062 -0.3 0.2 -0.1
O -1.9611 -1.2902 -0.2063 -0.3 0.0 -0.1
O -4.0301 -0.0442 1.5745 0.0 0.0 0.0
O -3.4140 2.4529 1.4444 0.0 0.0 0.1
O -0.5161 0.2822 -1.1280 -0.1 0.1 -0.1
H -2.9162 3.1863 1.0536 0.0 0.0 0.0
H -3.3585 -0.6229 -2.9284 0.0 0.1 0.0



Values for energy relative to the best compared isomer or geometry (same formula, charge and spin), kcal/mol, ordered as above
81.9 145.8 76.4 3.0 18.6 43.5 65.2 17.3 21.0
Values for energy, eV, ordered as above
-31883.103 -20084.157 -2076.551 -2079.735 -4123.593 -4122.511 -14051.665 -8213.865 -85004.694